{"formula": "C44H36MgN6OP2S5Sb", "method": "ωB97M-V/def2-TZVPD", "elements": ["Sb", "S", "S", "S", "S", "S", "P", "P", "Mg", "O", "N", "N", "N", "N", "N", "N", "C", "C", "C", "C", "C", "C", "C", "C", "C", "C", "C", "C", "C", "C", "C", "C", "C", "C", "C", "C", "C", "C", "C", "C", "C", "C", "C", "C", "C", "C", "C", "C", "C", "C", "C", "C", "C", "C", "C", "C", "C", "C", "C", "C", "H", "H", "H", "H", "H", "H", "H", "H", "H", "H", "H", "H", "H", "H", "H", "H", "H", "H", "H", "H", "H", "H", "H", "H", "H", "H", "H", "H", "H", "H", "H", "H", "H", "H", "H", "H"], "xyz": [[4.149872, 0.240939, 1.625244], [3.064198, 2.151451, 0.713219], [4.296133, 0.405307, 3.934793], [2.468500, -1.338187, 0.991074], [6.214027, -0.147483, 0.736908], [-1.570021, -0.326365, -1.702623], [1.644288, -0.112986, -2.139163], [-1.517848, -0.693340, 1.309448], [1.106853, 0.699790, 0.734892], [-2.858137, 0.372557, -1.970290], [-2.730240, 5.454783, 1.568138], [-0.812934, 2.821330, -1.606376], [0.657973, 0.912529, 2.785466], [-1.156066, 3.918699, 2.211996], [-1.815381, 4.110600, -0.046297], [-0.353936, 2.355929, 0.626991], [-1.868832, 4.468141, 1.230783], [-1.759873, -0.999170, -4.365696], [3.888048, 2.228195, -4.726177], [3.468791, -3.744711, -2.455704], [-5.214707, 1.089238, 1.609392], [2.522235, -2.736632, -2.439553], [1.066236, 2.198991, 5.220523], [3.316546, 1.127176, -4.110213], [-2.969787, 0.251573, 1.897625], [5.210881, -2.117005, -2.165158], [-4.154472, 0.313492, 1.164734], [2.445065, 1.291536, -3.032915], [2.187504, 2.580853, -2.576609], [-2.855443, 1.026511, 3.055377], [-0.156279, -3.464098, 4.740930], [-2.145715, -1.949899, -1.130711], [0.982240, -1.066795, -4.764598], [-1.257895, -1.343680, -5.605630], [-0.884198, -0.718846, -3.324132], [4.815237, -3.435583, -2.323002], [-3.064571, -3.033555, 0.811472], [0.340374, -3.576364, 3.450530], [0.503208, -0.690791, -3.507710], [0.273749, 2.201069, 2.969103], [-1.167710, -2.555764, 5.011982], [-5.104760, 1.821239, 2.781457], [2.748120, 3.684268, -3.203029], [0.458999, 2.865139, 4.167531], [4.265654, -1.103256, -2.151402], [-1.134567, -1.806866, 2.722109], [0.118033, -1.399127, -5.791966], [-3.342627, -4.006463, -1.366993], [-3.917588, 1.797759, 3.497276], [-0.149170, -2.757446, 2.447809], [1.202734, 0.277269, 3.809360], [3.595482, 3.510449, -4.283386], [-2.336701, -1.982178, 0.259116], [-2.612377, -2.977429, -1.936898], [-1.012345, 3.079889, -0.302995], [-1.660780, -1.733247, 4.007639], [2.918196, -1.405988, -2.304891], [1.434725, 0.880981, 5.044493], [-3.593709, -4.019791, -0.001943], [-0.428996, 2.859740, 1.872072], [-4.200665, -4.805751, 0.429377], [-1.515920, 3.172201, -2.233577], [1.465247, -0.758699, 3.641484], [-2.825794, -0.921808, -4.187766], [-1.928467, 1.030270, 3.609255], [6.249724, -1.867790, -2.005800], [1.590822, 2.726907, -1.691909], [-6.130432, 1.123765, 1.032460], [-0.333123, 1.979139, -1.864154], [0.516431, -1.693520, -6.754914], [-3.212340, -3.071151, 1.883297], [4.581801, 2.084508, -5.545524], [0.244675, -4.081188, 5.534976], [2.538002, 4.676183, -2.823640], [-2.458339, -1.041679, 4.237503], [3.583891, 0.137100, -4.451920], [1.253699, 2.708939, 6.155673], [3.154808, -4.777189, -2.553251], [0.116814, 3.884958, 4.250672], [0.260981, -2.826541, 1.449602], [4.047224, 4.368660, -4.765070], [-2.415875, -2.987515, -2.999064], [-2.648883, 5.854192, 2.484628], [1.130641, -4.280190, 3.225080], [-3.810644, 2.380814, 4.403531], [4.587104, -0.083094, -1.985823], [1.886912, 0.310575, 5.839066], [-3.143915, 5.984173, 0.822286], [-4.241811, -0.231725, 0.234082], [-1.931967, -1.579628, -6.418963], [2.048214, -1.104209, -4.938239], [1.467784, -2.979757, -2.516824], [-5.938820, 2.416354, 3.131859], [-3.727799, -4.801445, -1.992638], [-1.571438, -2.473956, 6.013825], [5.555220, -4.226283, -2.323003]], "forces_ev_per_angstrom": [[0.62, 0.02, 0.56], [-0.13, 0.03, -0.14], [-0.09, -0.07, -0.33], [-0.15, -0.05, 0.12], [-0.17, -0.01, -0.25], [-0.26, -0.50, -0.65], [0.30, 0.21, -0.63], [-0.34, -0.69, 0.42], [0.52, -0.48, -0.35], [-0.26, 0.35, -0.04], [0.06, 0.00, -0.06], [-0.23, -0.20, 0.13], [-0.32, 0.89, 0.37], [0.21, -0.16, 0.23], [-0.11, 0.01, 0.07], [0.13, 0.09, 0.24], [-0.07, -0.11, -0.20], [-0.19, 0.08, -0.02], [0.05, -0.07, -0.08], [-0.07, -0.11, 0.00], [-0.03, 0.01, -0.03], [-0.01, 0.11, 0.00], [0.11, -0.42, 0.11], [-0.02, 0.11, -0.03], [0.04, 0.16, -0.02], [0.00, -0.07, 0.02], [0.05, -0.06, 0.01], [-0.03, -0.01, 0.06], [0.15, -0.12, -0.07], [-0.05, 0.01, -0.16], [-0.01, -0.02, 0.04], [0.20, 0.22, 0.53], [-0.03, 0.00, -0.05], [-0.05, 0.00, 0.07], [0.41, -0.06, 0.25], [0.08, 0.04, -0.03], [-0.04, 0.06, -0.08], [0.01, -0.06, -0.04], [-0.33, -0.01, 0.20], [0.42, -0.36, 0.88], [-0.03, 0.00, 0.05], [-0.05, 0.04, 0.01], [-0.05, 0.06, -0.03], [-0.19, 0.10, -0.46], [-0.07, 0.06, 0.01], [0.14, 0.03, -0.01], [0.06, -0.02, -0.06], [-0.03, -0.05, -0.03], [0.02, 0.01, 0.06], [-0.07, 0.10, 0.08], [0.05, -0.34, -0.01], [-0.03, 0.05, 0.03], [0.21, 0.13, -0.35], [0.03, 0.00, -0.13], [0.03, 0.26, -0.11], [0.00, -0.01, -0.08], [-0.09, -0.15, 0.16], [-0.37, 0.34, 0.15], [-0.03, 0.01, 0.05], [-0.69, 0.68, -0.47], [0.07, -0.05, 0.01], [0.02, -0.01, -0.06], [0.16, 0.03, -0.07], [0.00, -0.02, 0.01], [0.05, 0.00, 0.09], [0.02, 0.03, 0.04], [0.08, 0.04, 0.04], [0.01, -0.01, -0.01], [0.06, -0.11, -0.04], [0.03, 0.02, 0.00], [-0.01, -0.01, -0.01], [-0.02, -0.01, -0.01], [0.00, -0.01, -0.01], [0.02, 0.00, 0.01], [0.02, 0.03, 0.02], [0.04, 0.02, 0.03], [0.00, -0.01, 0.02], [-0.01, 0.01, 0.00], [0.04, 0.01, 0.03], [0.09, -0.03, 0.00], [0.02, 0.00, 0.00], [-0.01, 0.07, -0.03], [-0.01, 0.01, 0.01], [0.02, 0.02, 0.00], [0.00, 0.02, -0.01], [0.03, 0.00, 0.08], [0.12, -0.06, -0.06], [-0.01, 0.02, 0.03], [-0.04, 0.00, 0.00], [0.00, 0.02, -0.01], [-0.04, -0.02, 0.01], [0.02, -0.06, -0.01], [0.00, 0.02, -0.01], [0.02, 0.00, -0.02], [-0.01, -0.01, 0.00], [0.00, 0.00, 0.01]], "charge": -1, "homo_ev": -3.58, "energy_ev": -141944.8214, "gap_ev": 5.431, "e_above_lowest_ev": 0.000}